# 1
DFT (ωB97M-V/def2-TZVPD) results for a cluster of 3 separate species, C3H12O2S in total at a distorted geometry.

- orbital gap (eV) = 10.04
- LUMO (eV) = 0.61
- energy above the lowest of the compared OMol25 structures with the same formula, charge and spin (kcal per mole) = 48.1
- HOMO (eV) = -9.424
- SMILES = CCCS.O.O

Positions of all 18 atoms, in Å:
C 0.53315 0.24693 -1.87437
C 0.22375 -0.73276 -0.80876
C 1.25764 -0.93278 0.25514
S 0.36165 -1.41061 1.80086
H 0.00841 0.24394 -2.74702
H 1.54441 -0.04777 -2.19833
H 0.96292 1.17907 -1.40993
H -0.84361 -0.67276 -0.30585
H 0.05206 -1.71019 -1.38537
H 1.98322 -0.19513 0.32989
H 1.94583 -1.72871 0.12702
H 1.18719 -2.05187 2.63828
O -0.06186 2.28264 2.87283
H -0.60809 2.74286 2.15678
H -0.09063 1.28978 2.88181
O -3.12671 0.49047 -0.47474
H -2.08559 0.49462 -0.48414
H -3.24375 0.51227 -1.37410

---

# 2
DFT (ωB97M-V/def2-TZVPD) results for the molecule CH3N3O at a distorted geometry.

- orbital gap (eV) = 10.70
- LUMO (eV) = 0.40
- energy above the lowest of the compared OMol25 structures with the same formula, charge and spin (kcal per mole) = 87.8
- HOMO (eV) = -10.301
- SMILES = N#CONN

Positions of all 8 atoms, in Å:
N 2.67490 0.58118 -0.34549
C 1.88067 -0.04592 0.17104
O 0.84174 -0.69065 0.52968
N -0.43884 -0.48796 -0.48645
N -1.35753 0.40180 -0.15850
H -0.80778 -1.38642 -0.10651
H -1.72809 0.24287 0.78942
H -1.06507 1.38510 -0.39319

---

# 3
DFT (ωB97M-V/def2-TZVPD) results for a structure of composition C3H5IrO4 at a distorted geometry.

- orbital gap (alpha / beta) (eV) = 9.18 / 7.86
- LUMO (alpha / beta) (eV) = -3.74 / -8.01
- energy above the lowest of the compared OMol25 structures with the same formula, charge and spin (kcal per mole) = 19.5
- HOMO (alpha / beta) (eV) = -12.927 / -15.870
- multiplicity = 6
- <S²> = 8.758
- net charge = +1

Positions of all 13 atoms, in Å:
O 2.04087 0.45079 -0.02539
C 1.30283 0.36362 -1.08860
C 1.07949 0.34269 1.28566
O 1.56586 -0.19996 -2.12739
O -0.02888 0.48256 -0.76118
C -0.25402 0.42059 0.65855
H 1.31953 1.16735 1.96061
H 1.34332 -0.64282 1.68210
H -0.84554 1.30904 0.90218
H -1.12816 -0.51816 0.70764
O -2.06873 -1.20207 -0.55810
H -2.97782 -1.50403 -0.52303
Ir -1.34873 -0.46961 -2.11306

---

# 4
DFT (ωB97M-V/def2-TZVPD) results for a structure of composition C25H20Br2N4O7SV at a distorted geometry.

- orbital gap (alpha / beta) (eV) = 7.41 / 7.77
- LUMO (alpha / beta) (eV) = -1.02 / -0.65
- energy above the lowest of the compared OMol25 structures with the same formula, charge and spin (kcal per mole) = 5.6
- HOMO (alpha / beta) (eV) = -8.423 / -8.426
- multiplicity = 2
- <S²> = 0.762

Positions of all 60 atoms, in Å:
V -0.89352 0.63629 0.66519
O 0.01251 -4.37720 1.64295
C 1.15697 -3.94893 1.08701
C 2.05000 -4.91921 0.63694
C 3.26096 -4.55059 0.08701
C 3.61437 -3.20425 -0.03557
C 2.72192 -2.24120 0.38236
C 1.48859 -2.59229 0.94137
C 0.54642 -1.53321 1.29473
O 0.74782 -0.30035 0.83808
N -0.48260 -1.79758 2.05308
N -1.24825 -0.63206 2.17244
C -2.20090 -0.52929 3.01753
C -2.81911 0.75976 3.28702
C -3.91630 0.84469 4.15071
C -4.41432 2.06665 4.52935
C -3.80119 3.23343 4.05524
C -2.71771 3.17137 3.20532
C -2.23052 1.93715 2.79914
O -1.19722 1.86487 1.95301
H -0.50311 -3.59101 1.93285
H 1.76697 -5.96006 0.73874
H 3.94968 -5.32030 -0.24448
H 4.56874 -2.92165 -0.45992
H 2.96246 -1.18832 0.30297
H -2.48678 -1.40420 3.59213
H -4.36815 -0.07405 4.51405
H -5.26726 2.13008 5.19105
H -4.18463 4.20073 4.35782
H -2.23941 4.06466 2.82195
C 0.67936 3.12050 -3.79007
C 0.98099 2.97491 -2.32391
C 2.18510 3.34859 -1.77293
C 2.43741 3.15519 -0.41991
C 1.47456 2.54201 0.34397
Br 1.81502 2.29865 2.19666
N 0.29946 2.14276 -0.18018
C 0.06655 2.38196 -1.47965
H 0.76160 4.16038 -4.11058
H -0.32423 2.76564 -4.02300
H 1.38830 2.53447 -4.37746
H 2.94954 3.79620 -2.40086
H 3.36605 3.46439 0.03750
H -0.91896 2.11389 -1.83179
O -3.28598 -0.15075 -2.01538
S -2.97897 -0.05026 -0.62473
O -2.58987 1.36672 -0.18722
O -3.86591 -0.67595 0.30655
O -1.51023 -0.66674 -0.39723
Br 4.25344 -1.71750 -3.21800
C 2.39316 -1.42299 -3.09028
C 1.50325 -2.21966 -3.78359
C 0.15595 -1.91747 -3.69088
C -0.24261 -0.83087 -2.92740
N 0.62263 -0.07484 -2.23669
C 1.91951 -0.37719 -2.31902
H 1.85789 -3.04852 -4.38199
H -0.58317 -2.51374 -4.21271
H -1.29364 -0.57019 -2.84507
H 2.60741 0.24646 -1.75422

---

# 5
DFT (ωB97M-V/def2-TZVPD) results for a cluster of 3 separate species, C25H33BF3IO11PS in total at a distorted geometry.

- orbital gap (eV) = 4.61
- LUMO (eV) = -0.23
- energy above the lowest of the compared OMol25 structures with the same formula, charge and spin (kcal per mole) = 0.0
- HOMO (eV) = -4.840
- net charge = -1

Positions of all 76 atoms, in Å:
C 1.83008 2.65326 2.21226
C 3.22615 2.43012 2.14255
C 3.92229 2.48124 0.70067
O 3.75148 3.47576 -0.04314
O 4.72567 1.36019 0.35599
C 3.91455 0.18047 0.11531
C 3.30316 0.19830 -1.39441
C 1.74942 0.66183 -1.20498
C 1.20410 1.50213 -2.45352
C -0.42251 1.27408 -2.61205
C -1.07002 2.52185 -1.87580
P -2.94275 2.53891 -1.52317
C -2.66276 4.19715 -0.56765
O -3.11969 3.53705 -2.98602
I -3.42034 0.56448 -3.02929
B -4.89715 2.68455 -1.35713
O -5.58748 3.82991 -0.81851
O -5.78543 1.63274 -1.85736
C -6.66299 1.14076 -0.82285
C -8.19059 0.96774 -1.35011
S -2.74391 1.30158 0.25533
O -3.69815 0.11531 0.10808
O -1.36658 0.65330 0.42588
C -3.13693 2.08976 1.88964
F -3.12663 1.04201 2.86761
F -4.39602 2.70834 2.00331
F -2.07112 2.95459 2.29889
H 1.27471 3.36253 1.50487
H 1.21493 2.09390 2.99804
H 3.89247 2.17467 3.03638
H 3.02758 0.08222 0.83845
H 4.52652 -0.78661 0.18775
H 3.87659 0.88225 -2.09813
H 3.26060 -0.89124 -1.72581
H 1.17456 -0.29393 -0.97975
H 1.63081 1.34076 -0.27898
H 1.37717 2.61670 -2.22572
H 1.73786 1.29693 -3.44179
H -0.55555 1.22294 -3.74109
H -0.56652 0.26099 -2.08786
H -0.85688 3.44474 -2.53687
H -0.41919 2.69349 -0.93626
H -1.59819 4.34901 -0.19396
H -3.35822 4.37060 0.31388
H -2.85997 5.06857 -1.29573
H -4.07258 3.57710 -3.21558
H -5.88889 3.69714 0.10111
H -6.31368 0.06222 -0.59921
H -6.60869 1.69148 0.17256
H -8.58655 0.00491 -0.85252
H -8.84459 1.86705 -1.11495
H -8.16421 0.75814 -2.47143
C 0.86027 -4.80352 0.17080
C -0.23139 -5.55381 0.01593
C -1.56960 -4.94002 -0.13119
O -2.56652 -5.62499 -0.27108
C -1.64808 -3.46423 -0.10081
C -0.55629 -2.71372 0.05461
C 0.77992 -3.32684 0.20101
O 1.77970 -2.64287 0.34119
H 1.84792 -5.23510 0.28063
H -0.19010 -6.63588 -0.00895
H -2.63441 -3.02996 -0.21029
H -0.59888 -1.63020 0.07995
C 5.81111 -2.58011 2.96838
C 4.84883 -3.30412 2.39501
C 5.14096 -4.61532 1.77794
O 4.26409 -5.27429 1.25337
C 6.53936 -5.09382 1.82185
C 7.50119 -4.37004 2.39511
C 7.20938 -3.05833 3.01269
O 8.08673 -2.39868 3.53765
H 5.61558 -1.61762 3.42426
H 3.81931 -2.96910 2.35402
H 6.73477 -6.05627 1.36561
H 8.53025 -4.70513 2.43546

---

# 6
DFT (ωB97M-V/def2-TZVPD) results for a structure of composition C35H49BCl2N7O5P2Ti at a distorted geometry.

- orbital gap (eV) = 7.13
- LUMO (eV) = -3.65
- energy above the lowest of the compared OMol25 structures with the same formula, charge and spin (kcal per mole) = 0.0
- HOMO (eV) = -10.782
- net charge = +1

Positions of all 102 atoms, in Å:
Ti -1.57275 1.47060 -0.62831
N -1.30307 -0.92048 -0.70428
N -2.55021 -1.52283 -0.89265
C -3.62525 -0.75064 -0.83195
N -4.81567 -1.14543 -1.24338
N -3.35820 0.45641 -0.27835
N -3.99123 1.55683 -0.65367
O -5.06568 1.56606 -1.21867
O -3.33508 2.58288 -0.38456
H -0.79381 -0.87543 -1.61477
H -0.73926 -1.42163 0.01077
H -2.61860 -2.48388 -1.19255
H -4.95878 -2.04131 -1.67839
H -5.55127 -0.45584 -1.26317
Cl -3.71973 3.02124 -3.81125
C -2.58909 1.92092 -4.51343
C -2.41300 1.88952 -5.90082
C -1.48720 1.05258 -6.45005
Cl -1.28270 1.03300 -8.16316
C -0.70533 0.20167 -5.63587
C 0.29501 -0.65869 -6.14070
C 1.01312 -1.44063 -5.28414
C 0.70302 -1.39839 -3.91648
N -0.22981 -0.62621 -3.41339
C -0.91970 0.20691 -4.23153
C -1.86833 1.11220 -3.64988
O -2.05324 1.21997 -2.32363
H -3.00602 2.53922 -6.52894
H 0.48134 -0.67952 -7.20539
H 1.79152 -2.10188 -5.63697
H 1.23599 -2.02860 -3.21037
O -2.70870 2.40256 2.31599
C -1.53988 2.20620 2.08109
O -1.15837 1.41359 1.06754
C -0.42566 2.81151 2.85804
C 0.89959 2.58656 2.48555
C 1.93015 3.16388 3.20611
C 1.63887 3.96900 4.29933
C 0.31947 4.19965 4.66836
C -0.71472 3.62309 3.95070
H 1.11389 1.97014 1.62270
H 2.95831 2.98563 2.91856
H 2.44232 4.42503 4.86304
H 0.09841 4.83121 5.51858
H -1.74965 3.79502 4.21614
C -1.09397 -4.56246 1.19817
C 0.39651 -4.26922 1.00283
C 0.70074 -4.27869 -0.50350
C 1.23566 -5.35808 1.66614
P 0.73986 -2.47320 1.53763
C 2.57430 -2.43985 1.47436
C 3.44256 -2.96956 2.42856
C 4.81391 -2.93107 2.23309
C 5.34129 -2.37672 1.07454
C 4.49230 -1.84642 0.11743
C 3.12081 -1.87133 0.32343
C 0.23010 -2.24868 3.34960
C 0.34676 -3.43693 4.30362
C 1.04845 -1.07304 3.88969
C -1.24283 -1.80850 3.28498
H -1.36512 -5.47113 0.65378
H -1.71713 -3.74209 0.82589
H -1.34034 -4.72434 2.24715
H 0.48133 -5.26617 -0.91789
H 1.75432 -4.06411 -0.68960
H 0.09516 -3.54106 -1.04072
H 1.00465 -6.31883 1.19700
H 1.02523 -5.45055 2.73025
H 2.30072 -5.17273 1.53775
H 3.05716 -3.41828 3.33207
H 5.47281 -3.34259 2.98693
H 6.41259 -2.35781 0.92288
H 4.89450 -1.39602 -0.78065
H 2.45867 -1.41700 -0.40596
H 1.36551 -3.80694 4.39310
H -0.29942 -4.26444 4.01259
H 0.03342 -3.10958 5.29887
H 2.10465 -1.31519 3.99432
H 0.66192 -0.78805 4.87197
H 0.95951 -0.20692 3.23460
H -1.36535 -0.96083 2.60605
H -1.89102 -2.62021 2.94891
H -1.57967 -1.50034 4.27810
C -2.28456 5.19067 -1.15674
P -0.95656 3.94001 -1.08156
C 0.21418 4.75049 0.06226
C -0.10025 4.15633 -2.68202
H -1.83404 6.16846 -1.32235
H -2.83440 5.19316 -0.21574
H -2.97765 4.96544 -1.96346
H 0.45395 5.73804 -0.33244
H 1.13003 4.16764 0.15287
H -0.23809 4.85896 1.04754
H 0.08392 5.21714 -2.84750
H -0.71387 3.76515 -3.49444
H 0.84867 3.62039 -2.66487
B 2.93059 1.90822 -1.10791
C 1.44983 1.51691 -1.06617
N 0.30659 1.30642 -1.06468
H 3.46704 1.49396 -0.11538
H 2.90578 3.11971 -1.12803
H 3.40725 1.46018 -2.11910